The following is a DFT calculation (the ωB97M-V functional and the def2-TZVPD basis) of a molecular structure, C3H4LiO3Tm at a distorted geometry.

Structure (XYZ):
```
12
C3H4LiO3Tm (the ωB97M-V functional and the def2-TZVPD basis)
O 0.067 0.975 -1.401
C 0.284 1.189 -0.014
C -0.557 0.275 0.827
O 0.256 -2.191 1.851
C 0.451 -2.740 0.822
O 0.416 -2.579 -0.356
Li -0.110 2.462 -2.416
Tm -0.053 -1.047 -2.060
H 0.014 2.230 0.247
H 1.350 1.058 0.234
H -1.475 -0.119 0.372
H -0.643 0.488 1.894
```

Charge: +3
Frontier orbital gap (alpha / beta): 5.69 / 7.51 eV
DFT total energy: -1433.900068 Ha
Multiplicity: 4
HOMO level (alpha / beta): -20.827 / -24.168 eV

The following is a DFT calculation (the ωB97M-V functional and the def2-TZVPD basis) of a molecular structure, C3H4LiO5Pm at a distorted geometry.

Structure (XYZ):
```
14
C3H4LiO5Pm (the ωB97M-V functional and the def2-TZVPD basis)
O 2.242 -1.196 2.749
C 1.505 -0.982 1.585
C 1.843 -1.857 0.471
O 1.311 -1.800 -0.653
H 1.774 -1.803 3.330
H 0.414 -0.971 1.751
H 2.788 -2.428 0.568
Pm -0.223 -0.474 -2.171
O 1.585 1.805 0.309
C 0.878 2.433 -0.532
O 0.066 1.781 -1.349
O 0.811 3.698 -0.592
Li -0.490 3.531 -1.987
H 1.606 0.274 1.112
```

Charge: +1
Frontier orbital gap (alpha / beta): 6.48 / 6.51 eV
DFT total energy: -1108.586762 Ha
Multiplicity: 6
HOMO level (alpha / beta): -11.658 / -11.663 eV

The following is a DFT calculation (the ωB97M-V functional and the def2-TZVPD basis) of a molecular structure, C3H4N at a distorted geometry.

Structure (XYZ):
```
8
C3H4N (the ωB97M-V functional and the def2-TZVPD basis)
C 1.371 0.070 0.150
C 0.640 1.112 -0.204
C -0.665 0.540 0.140
N 0.145 -0.650 0.011
H 2.325 -0.294 0.213
H -1.040 0.890 1.177
H -1.338 0.724 -0.701
H -0.157 -1.427 -0.755
```

Charge: +1
Frontier orbital gap: 9.15 eV
DFT total energy: -170.989933 Ha
HOMO level: -16.450 eV

The following is a DFT calculation (the ωB97M-V functional and the def2-TZVPD basis) of C3H4N2 in the gas phase at a distorted geometry.

Structure (XYZ):
```
9
C3H4N2 (the ωB97M-V functional and the def2-TZVPD basis)
C -1.132 0.401 -0.172
C 0.117 1.114 -0.325
N 1.151 0.328 -0.094
N 0.608 -0.844 0.303
C -0.724 -0.838 0.229
H -2.132 0.771 -0.259
H 0.256 2.151 -0.520
H 1.243 -1.618 0.478
H -1.249 -1.755 0.439
```

SMILES: c1cn[nH]c1
Frontier orbital gap: 10.51 eV
DFT total energy: -226.204749 Ha
HOMO level: -9.440 eV

The following is a DFT calculation (the ωB97M-V functional and the def2-TZVPD basis) of C3H4N2 in the gas phase at a distorted geometry.

Structure (XYZ):
```
9
C3H4N2 (the ωB97M-V functional and the def2-TZVPD basis)
C 0.473 -0.173 0.838
C -0.874 0.220 0.747
N -1.255 0.371 -0.492
N -0.183 0.128 -1.267
C 0.952 -0.305 -0.438
H 0.985 -0.272 1.787
H -1.531 0.492 1.553
H -0.612 0.071 -2.208
H 2.046 -0.531 -0.521
```

SMILES: c1cn[nH]c1
Frontier orbital gap: 10.65 eV
DFT total energy: -226.173114 Ha
HOMO level: -9.478 eV

The following is a DFT calculation (the ωB97M-V functional and the def2-TZVPD basis) of C3H4N2 in the gas phase at a distorted geometry.

Structure (XYZ):
```
9
C3H4N2 (the ωB97M-V functional and the def2-TZVPD basis)
C 1.037 -0.578 -0.022
C 0.713 0.735 0.003
N -0.678 0.797 0.137
C -1.071 -0.535 0.211
N -0.096 -1.379 0.118
H 2.017 -1.014 -0.137
H 1.326 1.624 0.047
H -1.156 1.111 -0.707
H -2.124 -0.761 0.350
```

SMILES: c1c[nH]cn1
Frontier orbital gap: 10.32 eV
DFT total energy: -226.200986 Ha
HOMO level: -9.299 eV

The following is a DFT calculation (the ωB97M-V functional and the def2-TZVPD basis) of C3H4N2 in the gas phase at a distorted geometry.

Structure (XYZ):
```
9
C3H4N2 (the ωB97M-V functional and the def2-TZVPD basis)
C 0.408 -0.903 0.253
C 0.445 -0.362 -1.063
N -0.154 0.789 -1.197
N -0.658 0.990 0.033
C -0.266 0.067 0.935
H 0.983 -1.720 0.695
H 0.906 -0.924 -1.887
H -1.043 1.890 0.242
H -0.621 0.173 1.988
```

SMILES: c1cn[nH]c1
Frontier orbital gap: 10.62 eV
DFT total energy: -226.200616 Ha
HOMO level: -9.552 eV

The following is a DFT calculation (the ωB97M-V functional and the def2-TZVPD basis) of C3H4N2 in the gas phase at a distorted geometry.

Structure (XYZ):
```
9
C3H4N2 (the ωB97M-V functional and the def2-TZVPD basis)
H 0.408 2.072 -0.027
N 1.106 1.342 -0.016
C 0.518 0.226 -0.058
N 1.249 -0.936 -0.055
C -0.936 0.075 -0.039
C -2.149 -0.005 -0.020
H 0.807 -1.827 0.010
H 2.238 -0.886 0.171
H -3.242 -0.062 0.035
```

SMILES: [H]/N=C(/N)C#C
Frontier orbital gap: 10.42 eV
DFT total energy: -226.155783 Ha
HOMO level: -9.423 eV

Which of these has the highest DFT total energy? C3H4N